No. 1
{
  "formula": "C25H47Cl3O2P2Pb",
  "method": "ωB97M-V/def2-TZVPD",
  "elements": ["Pb", "Cl", "P", "C", "C", "C", "C", "H", "C", "H", "H", "H", "H", "H", "H", "H", "C", "C", "H", "H", "H", "H", "H", "H", "C", "H", "C", "H", "H", "H", "H", "H", "H", "Cl", "H", "P", "C", "C", "C", "C", "H", "C", "H", "H", "H", "H", "H", "H", "H", "C", "C", "H", "H", "H", "H", "H", "H", "C", "H", "C", "H", "H", "H", "H", "H", "H", "Cl", "C", "C", "C", "C", "C", "C", "C", "O", "O", "H", "H", "H", "H"],
  "coordinates": [[-0.4164, -1.4679, 2.1403], [-1.5235, -0.5799, -0.9939], [-3.5284, -0.8678, -1.3929], [-3.5697, -1.7998, -2.9662], [-4.2918, -1.8438, -0.0470], [-4.2111, 0.8212, -1.5374], [-2.3812, -2.7646, -3.1388], [-3.4806, -1.0160, -3.7386], [-4.9159, -2.5101, -3.1481], [-5.0290, -3.3461, -2.4443], [-4.9785, -2.9227, -4.1642], [-5.7763, -1.8418, -3.0164], [-1.4458, -2.2156, -3.2839], [-2.5442, -3.3878, -4.0271], [-2.2612, -3.4331, -2.2775], [-3.8375, 1.1529, -2.5194], [-3.7093, 1.8258, -0.4901], [-5.7428, 0.7801, -1.5986], [-6.1108, 0.3230, -2.5270], [-6.1472, 1.8013, -1.5516], [-6.1766, 0.2201, -0.7574], [-2.6189, 1.9047, -0.4747], [-4.0525, 1.5818, 0.5211], [-4.1024, 2.8183, -0.7446], [-3.5235, -3.1509, 0.2001], [-5.2877, -2.1280, -0.4360], [-4.5318, -1.0274, 1.2299], [-3.7092, -3.8940, -0.5872], [-3.8638, -3.6082, 1.1373], [-2.4401, -2.9957, 0.2884], [-3.5972, -0.7797, 1.7552], [-5.1550, -1.6187, 1.9161], [-5.0867, -0.1017, 1.0409], [1.8210, -1.8948, 3.1724], [-0.0781, -2.7351, 0.8029], [3.3507, 0.0999, -0.9568], [3.5904, 1.6856, -1.9000], [4.5576, 0.0992, 0.4691], [3.8992, -1.2178, -2.1328], [2.2711, 2.4753, -1.8378], [3.7488, 1.3519, -2.9406], [4.7823, 2.5274, -1.4498], [4.6166, 2.9508, -0.4517], [4.8979, 3.3562, -2.1585], [5.7219, 1.9614, -1.4565], [1.4476, 1.8925, -2.2695], [2.3733, 3.4054, -2.4124], [1.9930, 2.7298, -0.8031], [3.4346, -0.8821, -3.0756], [3.2853, -2.5797, -1.7697], [5.4130, -1.2616, -2.3242], [5.7813, -0.3408, -2.7937], [5.6580, -2.0897, -3.0013], [5.9549, -1.4163, -1.3811], [2.2832, -2.4832, -1.3319], [3.9149, -3.1500, -1.0771], [3.1833, -3.1754, -2.6843], [4.0501, 1.0747, 1.5426], [5.5247, 0.4485, 0.0632], [4.7107, -1.2965, 1.0793], [3.8883, 2.0942, 1.1712], [4.7781, 1.1054, 2.3676], [3.0944, 0.7082, 1.9483], [3.7198, -1.6811, 1.3675], [5.2957, -1.2045, 2.0060], [5.2156, -2.0152, 0.4212], [-0.2971, 3.6061, 7.8016], [-0.1098, 3.0956, 6.1798], [-0.4313, 1.7763, 5.8214], [-0.2540, 1.3596, 4.4981], [0.2174, 2.2414, 3.5106], [0.5162, 3.5617, 3.8839], [0.3665, 3.9908, 5.2056], [0.4823, 1.8525, 2.0746], [1.0109, 2.7013, 1.3399], [0.1442, 0.6536, 1.6750], [-0.8111, 1.0939, 6.5788], [-0.4701, 0.3207, 4.2386], [0.8886, 4.2641, 3.1398], [0.6146, 5.0114, 5.4831]],
  "atomic_forces_ev_per_a": [[-0.431, -0.402, 0.935], [-1.459, -0.133, -0.214], [1.623, 0.120, 0.626], [-0.031, 0.174, -0.437], [-0.347, -0.124, 0.017], [-0.134, 0.216, -0.368], [0.142, -0.018, 0.106], [-0.045, -0.143, 0.226], [-0.349, -0.154, 0.016], [0.072, 0.185, -0.187], [0.089, 0.122, 0.274], [0.186, -0.129, -0.025], [-0.178, -0.160, 0.107], [-0.082, 0.193, 0.175], [0.003, 0.170, -0.220], [0.002, -0.100, 0.169], [0.200, 0.032, 0.227], [-0.489, -0.184, -0.058], [0.094, 0.119, 0.217], [0.205, -0.281, -0.038], [0.101, 0.212, -0.217], [-0.156, -0.073, 0.038], [0.115, 0.080, -0.252], [0.014, -0.268, -0.018], [0.179, -0.289, 0.047], [0.294, 0.272, -0.123], [0.024, 0.153, 0.325], [0.105, 0.263, 0.122], [0.007, 0.223, -0.147], [-0.157, -0.026, -0.003], [-0.205, -0.080, -0.213], [0.268, 0.030, -0.200], [0.176, -0.243, 0.028], [0.017, -0.042, 0.222], [0.194, 0.221, -0.541], [-1.354, -0.406, 0.925], [0.112, -0.310, 0.033], [0.322, 0.331, -0.717], [0.235, 0.390, 0.180], [0.177, 0.175, 0.020], [0.059, 0.209, 0.197], [0.000, 0.242, -0.405], [0.132, -0.100, -0.296], [0.077, 0.054, 0.186], [-0.200, 0.114, 0.066], [0.140, 0.077, 0.110], [-0.061, -0.052, 0.038], [0.091, -0.158, -0.290], [0.110, -0.121, 0.167], [0.034, -0.112, -0.248], [0.086, -0.316, -0.432], [-0.046, -0.103, 0.159], [0.202, 0.061, 0.078], [-0.190, 0.042, -0.311], [0.265, 0.064, -0.005], [-0.147, 0.181, -0.046], [0.084, -0.079, 0.096], [-0.067, -0.156, 0.115], [-0.141, -0.137, 0.392], [-0.190, 0.067, 0.172], [-0.003, -0.316, 0.145], [-0.174, 0.080, -0.159], [0.272, 0.125, -0.123], [0.374, -0.014, -0.146], [-0.074, -0.115, -0.190], [-0.180, 0.188, 0.185], [-0.075, 0.212, 0.593], [0.158, -0.501, -1.604], [0.171, 0.506, -0.160], [0.095, 0.213, -0.140], [0.027, 0.201, 0.726], [-0.092, -0.077, 0.507], [-0.243, -0.527, 0.096], [0.409, -0.170, -1.181], [-0.684, -0.848, 0.644], [0.185, 1.135, -0.024], [0.135, 0.105, -0.169], [0.056, 0.405, 0.114], [-0.092, -0.326, 0.086], [-0.047, -0.167, -0.003]],
  "e_above_lowest_ev": 0.0000,
  "lumo_energy_ev": -0.541,
  "homo_lumo_gap_ev": 6.21,
  "charge": 0,
  "e_homo_ev": -6.8
}



No. 2
{
  "formula": "C25H47InN3O3PSbSe4",
  "method": "ωB97M-V/def2-TZVPD",
  "elements": ["In", "Se", "Sb", "Se", "Se", "Se", "C", "O", "C", "C", "C", "C", "C", "C", "O", "C", "O", "C", "H", "H", "H", "H", "H", "H", "H", "H", "H", "N", "C", "C", "N", "C", "C", "H", "H", "H", "H", "H", "H", "H", "H", "H", "H", "H", "C", "C", "C", "C", "P", "N", "C", "C", "C", "C", "C", "C", "C", "C", "H", "H", "H", "H", "H", "H", "H", "H", "H", "H", "H", "H", "H", "H", "H", "H", "H", "H", "H", "H", "H", "H", "H", "H", "H", "H", "H"],
  "coordinates": [[1.3633, 0.2032, 1.0575], [5.2287, 1.2745, 4.4221], [3.8456, -0.4015, 3.4059], [1.3364, -0.0045, 3.6403], [3.9144, -0.3142, 0.8649], [4.3945, -2.7398, 4.0428], [1.2066, 7.2002, 0.7276], [1.4526, 6.7913, -0.6043], [1.6521, 5.4653, -0.8105], [2.0052, 5.1073, -2.1270], [2.2600, 3.7948, -2.4044], [2.1174, 2.7725, -1.4425], [2.3886, 1.4000, -1.8177], [3.3530, 1.1213, -2.9512], [1.8720, 0.4238, -1.2655], [1.7163, 3.1271, -0.1149], [1.5562, 2.3078, 0.8632], [1.5227, 4.5089, 0.1645], [1.1724, 8.2862, 0.7077], [2.0037, 6.8718, 1.3976], [0.2517, 6.8147, 1.0937], [2.0642, 5.8799, -2.8830], [2.5312, 3.5200, -3.4179], [4.1665, 1.8434, -2.9737], [2.8226, 1.1466, -3.9075], [3.7513, 0.1198, -2.8081], [1.2492, 4.7528, 1.1812], [3.1247, -4.9233, 2.1619], [1.6957, -4.5795, 2.4217], [1.3958, -3.2751, 1.6782], [1.7355, -3.3229, 0.2630], [3.0660, -3.8258, -0.0060], [3.3802, -5.1317, 0.7139], [3.4306, -5.7191, 2.7137], [3.6957, -4.0923, 2.5589], [1.5709, -4.4400, 3.4944], [1.0650, -5.3997, 2.0712], [1.9763, -2.4847, 2.1597], [0.3452, -3.0108, 1.7873], [1.0256, -3.7969, -0.2800], [3.7884, -3.0776, 0.3371], [3.2044, -3.9426, -1.0804], [4.4282, -5.3973, 0.5771], [2.7441, -5.9473, 0.3624], [-1.1849, 0.9091, -2.5029], [-1.7554, -0.4155, -1.9662], [-3.0521, -0.7176, -2.7211], [-0.6975, -1.4881, -2.2791], [-1.8536, -0.2546, -0.0629], [-0.5238, -0.4988, 0.6606], [-2.7175, 1.4053, 0.3135], [-3.1231, 1.3502, 1.7963], [-3.9364, 1.7670, -0.5379], [-1.6776, 2.5319, 0.2253], [-3.0330, -1.6418, 0.5525], [-2.5549, -2.9511, -0.0990], [-2.7993, -1.8154, 2.0665], [-4.5308, -1.4873, 0.2734], [-0.8565, 0.7660, -3.5379], [-0.3175, 1.2213, -1.9224], [-1.9210, 1.7125, -2.4977], [-2.8546, -0.6359, -3.7962], [-3.8477, -0.0121, -2.4783], [-3.4190, -1.7277, -2.5397], [-0.3743, -1.3848, -3.3208], [-1.0682, -2.5041, -2.1476], [0.1728, -1.3486, -1.6382], [-4.0069, 0.7381, 1.9708], [-3.3502, 2.3619, 2.1467], [-2.2987, 0.9623, 2.3992], [-4.6983, 0.9877, -0.5367], [-3.6659, 1.9813, -1.5718], [-4.3897, 2.6751, -0.1253], [-0.8006, 2.2870, 0.8236], [-2.1109, 3.4504, 0.6355], [-1.3450, 2.7478, -0.7876], [-1.4687, -3.0291, -0.0117], [-2.8368, -3.0273, -1.1482], [-3.0090, -3.7997, 0.4232], [-1.7527, -1.6117, 2.3050], [-3.0315, -2.8455, 2.3588], [-3.4246, -1.1561, 2.6678], [-4.7440, -1.4103, -0.7942], [-4.9623, -0.6227, 0.7748], [-5.0486, -2.3751, 0.6553]],
  "atomic_forces_ev_per_a": [[-0.152, 0.001, -0.271], [-0.071, -0.156, 0.019], [-0.020, 0.096, -0.121], [0.444, -0.157, 0.290], [-0.066, -0.215, 0.398], [0.059, 0.015, 0.057], [-0.037, 0.056, -0.008], [0.026, 0.140, 0.065], [-0.008, -0.275, -0.058], [0.007, 0.167, -0.125], [-0.058, -0.099, 0.034], [-0.014, 0.081, 0.164], [-0.037, -0.096, -0.035], [-0.088, -0.014, -0.034], [0.066, 0.134, -0.233], [0.025, -0.082, 0.006], [-0.211, 0.187, -0.132], [-0.066, 0.063, 0.020], [-0.008, 0.021, 0.001], [0.015, -0.004, -0.003], [0.000, -0.024, -0.005], [0.049, -0.038, 0.029], [0.046, 0.023, 0.047], [-0.017, 0.013, -0.048], [0.030, 0.032, 0.010], [-0.016, -0.029, 0.004], [0.030, -0.053, -0.015], [-0.116, -0.063, -0.145], [-0.194, 0.272, -0.055], [0.135, -0.205, -0.115], [-0.191, -0.050, -0.025], [0.015, 0.174, 0.170], [0.077, 0.074, -0.188], [-0.101, -0.083, 0.031], [0.045, 0.233, 0.199], [0.088, 0.004, 0.016], [0.082, -0.074, -0.006], [-0.017, -0.040, -0.022], [-0.013, 0.057, 0.016], [-0.008, -0.016, -0.003], [-0.053, 0.095, -0.039], [0.000, -0.053, -0.009], [0.008, -0.055, 0.085], [0.009, -0.063, 0.074], [0.021, -0.013, 0.037], [0.189, 0.091, 0.090], [-0.005, 0.018, 0.015], [0.032, 0.012, 0.007], [-0.664, -0.274, -0.168], [0.412, 0.279, -0.148], [0.234, -0.082, 0.170], [0.018, -0.021, 0.004], [0.018, -0.041, 0.010], [0.053, -0.034, 0.015], [0.095, -0.002, -0.030], [0.039, 0.045, 0.063], [0.036, 0.046, 0.013], [0.063, -0.060, -0.026], [-0.041, -0.026, 0.010], [0.000, 0.017, -0.043], [0.049, -0.038, -0.034], [-0.004, -0.001, 0.017], [0.018, -0.054, -0.055], [-0.009, 0.038, 0.005], [-0.059, 0.015, 0.004], [-0.007, 0.051, -0.016], [0.030, -0.056, -0.036], [0.016, 0.003, -0.004], [0.003, -0.012, -0.050], [-0.052, 0.041, 0.028], [0.000, 0.060, -0.021], [-0.042, 0.011, 0.042], [0.011, -0.013, -0.007], [0.009, 0.067, -0.005], [-0.042, -0.031, -0.023], [-0.016, 0.015, 0.053], [-0.027, -0.074, -0.003], [0.051, 0.000, 0.028], [-0.009, 0.035, 0.001], [-0.045, -0.037, 0.034], [-0.053, 0.048, -0.032], [0.029, -0.006, -0.037], [-0.043, -0.005, 0.072], [-0.002, -0.027, 0.014], [-0.002, 0.020, -0.034]],
  "lumo_energy_ev": 1.807,
  "homo_lumo_gap_ev": 6.04,
  "charge": -1,
  "e_homo_ev": -4.2
}



No. 3
{
  "formula": "C25H47IrN4OS4",
  "method": "ωB97M-V/def2-TZVPD",
  "elements": ["Ir", "C", "C", "C", "C", "C", "C", "C", "C", "C", "C", "C", "C", "C", "C", "C", "C", "C", "H", "H", "H", "H", "H", "H", "H", "H", "H", "H", "H", "H", "H", "H", "H", "H", "H", "H", "H", "H", "H", "H", "H", "H", "H", "H", "H", "H", "H", "N", "N", "C", "N", "S", "H", "H", "H", "H", "H", "S", "C", "N", "C", "C", "S", "H", "H", "H", "H", "H", "O", "S", "C", "C", "C", "C", "H", "H", "H", "H", "H", "H", "H", "H"],
  "coordinates": [[-0.5411, -0.4829, -0.5985], [-1.1951, -0.7597, 1.4163], [-1.3919, 0.6558, 1.2792], [-0.0975, 1.2308, 1.7728], [0.7522, 0.1655, 2.1400], [0.1068, -1.0590, 2.0026], [0.4763, -2.3901, 2.5923], [-0.4314, -3.5196, 2.0998], [0.2348, -2.1930, 4.1123], [1.9396, -2.7681, 2.3669], [0.3497, 2.6643, 1.9504], [-0.1500, 3.5128, 0.7729], [1.8843, 2.7700, 2.0229], [-0.1085, 3.2332, 3.3202], [-2.8704, 1.1935, 1.4012], [-3.4795, 1.7469, 0.1135], [-3.0068, 2.3022, 2.4513], [-3.8011, 0.0672, 1.9057], [-1.9934, -1.4684, 1.5625], [1.7467, 0.2974, 2.5374], [-1.4696, -3.3788, 2.4077], [-0.1007, -4.4619, 2.5366], [-0.3853, -3.6300, 1.0144], [-0.7938, -1.8932, 4.3219], [0.9087, -1.4446, 4.5295], [0.4186, -3.1417, 4.6175], [2.1200, -3.0416, 1.3249], [2.1848, -3.6368, 2.9778], [2.6214, -1.9673, 2.6570], [0.2237, 3.1146, -0.1737], [0.2206, 4.5322, 0.8817], [-1.2362, 3.5584, 0.7145], [2.3859, 2.3352, 1.1637], [2.2817, 2.3207, 2.9336], [2.1520, 3.8256, 2.0496], [-1.1723, 3.3706, 3.4318], [0.3640, 4.2098, 3.4300], [0.2513, 2.6024, 4.1346], [-2.9396, 2.6165, -0.2608], [-4.5050, 2.0585, 0.3140], [-3.5357, 1.0057, -0.6853], [-2.5018, 3.2176, 2.1626], [-2.6580, 1.9794, 3.4327], [-4.0647, 2.5442, 2.5501], [-4.0098, -0.7017, 1.1515], [-4.7704, 0.4961, 2.1535], [-3.4231, -0.4225, 2.8034], [-2.3002, -1.4854, -1.0261], [-2.1337, -2.8061, -1.5227], [-0.9238, -3.2925, -1.8253], [-0.8344, -4.5148, -2.3084], [0.4802, -2.3360, -1.5843], [-2.9232, -1.5395, -0.2203], [-2.7711, -0.9326, -1.7476], [-2.9852, -3.3274, -1.6858], [-1.6352, -5.1116, -2.4629], [0.0720, -4.8997, -2.5302], [-1.3232, 1.1703, -2.1941], [-0.6743, 0.9286, -3.7715], [-0.8560, 1.8570, -4.6768], [-0.5085, 1.5558, -6.0726], [0.3079, 0.2554, -6.0498], [0.1171, -0.4707, -4.3797], [-1.3441, 2.7125, -4.4397], [0.0706, 2.3814, -6.4799], [-1.4253, 1.4537, -6.6514], [1.3648, 0.4284, -6.2341], [-0.0616, -0.4661, -6.7730], [1.3326, 0.4114, -0.9675], [2.7779, 0.9180, -0.7830], [3.7579, -0.4712, -0.1390], [4.7790, -0.8581, -1.2094], [4.0964, -0.6153, -2.5505], [3.5024, 0.7813, -2.4360], [3.0164, -1.2532, 0.0209], [4.1877, -0.1823, 0.8195], [5.0961, -1.8911, -1.0723], [5.6692, -0.2330, -1.1222], [3.3049, -1.3502, -2.7227], [4.7909, -0.6732, -3.3875], [2.7116, 1.0349, -3.1403], [4.2737, 1.5551, -2.4702]],
  "atomic_forces_ev_per_a": [[-0.075, 0.350, 0.271], [0.248, -0.238, 0.388], [-0.157, -0.241, -0.190], [0.055, 0.118, 0.181], [0.059, 0.162, 0.070], [-0.312, -0.120, -0.226], [-0.013, 0.002, -0.031], [-0.012, -0.008, 0.027], [-0.014, 0.046, 0.019], [0.069, 0.058, -0.056], [0.013, -0.017, -0.220], [-0.019, 0.053, 0.026], [0.019, -0.023, -0.040], [0.018, -0.002, 0.097], [-0.060, 0.041, 0.065], [0.083, 0.003, -0.074], [-0.024, -0.072, 0.079], [0.086, -0.021, -0.141], [-0.048, 0.016, -0.101], [-0.011, 0.008, -0.023], [0.013, -0.009, -0.014], [0.002, 0.020, 0.003], [0.009, 0.017, -0.049], [0.007, 0.004, 0.004], [-0.002, -0.011, -0.003], [0.000, 0.003, -0.011], [0.016, 0.054, -0.032], [-0.004, 0.007, -0.004], [0.005, 0.009, -0.020], [0.021, 0.004, -0.008], [-0.025, -0.002, -0.003], [0.068, -0.006, -0.008], [-0.045, 0.030, 0.037], [-0.005, 0.018, -0.002], [-0.012, -0.002, 0.015], [0.097, 0.017, 0.016], [0.018, -0.018, -0.004], [-0.014, -0.006, -0.002], [0.016, -0.032, -0.040], [0.019, 0.033, 0.015], [0.025, -0.069, -0.031], [-0.080, -0.046, -0.023], [0.021, 0.006, -0.018], [-0.002, -0.007, 0.004], [0.020, -0.025, 0.003], [-0.005, 0.016, -0.037], [-0.017, 0.035, 0.028], [0.037, 0.011, -0.058], [-0.069, -0.001, 0.114], [0.158, 0.039, -0.005], [-0.013, -0.020, -0.028], [-0.107, -0.161, 0.070], [-0.019, 0.034, 0.040], [-0.014, 0.079, -0.007], [-0.013, -0.028, -0.019], [0.002, 0.002, -0.002], [0.005, -0.006, 0.007], [0.181, -0.033, -0.052], [-0.194, -0.003, 0.112], [0.009, -0.009, -0.037], [0.036, 0.016, 0.064], [-0.026, 0.029, -0.024], [0.058, 0.014, -0.053], [0.018, 0.021, -0.017], [-0.010, 0.001, -0.040], [-0.021, -0.019, 0.009], [0.008, -0.006, 0.048], [0.017, 0.006, -0.018], [0.069, 0.060, -0.040], [-0.055, -0.070, -0.069], [-0.006, -0.018, 0.032], [0.038, 0.009, 0.017], [-0.040, -0.016, -0.011], [-0.045, 0.004, 0.007], [-0.050, -0.099, 0.061], [0.002, -0.007, -0.019], [-0.014, 0.001, -0.014], [-0.004, -0.009, 0.000], [0.003, 0.007, 0.004], [0.014, 0.005, 0.013], [0.009, 0.013, -0.022], [-0.015, -0.002, -0.002]],
  "e_above_lowest_ev": 1.5501,
  "s2": 0.7748,
  "lumo_energy_ev": [-9.778, -10.624],
  "homo_lumo_gap_ev": [6.77, 6.39],
  "charge": 3,
  "e_homo_ev": [-16.5, -17.0],
  "spin_multiplicity": 2
}